[1]
Density functional theory data (ωB97M-V with the def2-TZVPD basis set) for one molecule with the formula C4H5N3 at a distorted geometry.

## Properties
- SMILES = Nc1ncccn1
- HOMO energy (Eh) = -0.3312
- ΔE to the lowest compared entry with this formula, charge and spin (kcal per mole) = 67.8
- E (eV) = -8696.8725
- orbital gap (eV) = 9.9

Element x y z (Å)
N (-1.48224, -1.41655, -0.87142)
C (-0.51280, -0.61963, -0.35184)
N (-0.33636, 0.53152, -0.96329)
C (0.38312, 1.53620, -0.39007)
C (1.10285, 1.24004, 0.78997)
C (0.99183, -0.08242, 1.23099)
N (0.17759, -1.00671, 0.71469)
H (-1.47032, -2.37352, -0.57583)
H (-1.78941, -1.20770, -1.81003)
H (-0.37123, 1.91504, -1.20443)
H (1.73360, 1.92751, 1.35045)
H (1.57338, -0.44377, 2.08079)

Forces on atoms 1 to 3 (eV/Å):
N 0.0277 -0.3422 0.0721
C 0.1725 -0.6141 0.1034
N -0.2627 -1.4864 -0.0797

Here are the Löwdin charges for atoms 1 to 4, given in e: 0.143 -0.497 0.019 -0.086


[2]
Density functional theory data (ωB97M-V with the def2-TZVPD basis set) for C16H23N5O2PS2Sr as an isolated structure.

## Properties
- HOMO energy (Eh) = -0.1119
- ΔE to the lowest compared entry with this formula, charge and spin (kcal per mole) = 0.0
- E (eV) = -60306.7669
- orbital gap (eV) = 5.6
- net charge = -1

Element x y z (Å)
Sr (0.53620, -0.84816, 1.22984)
O (0.67262, -1.39895, -1.25225)
N (0.55472, -2.57329, -1.70619)
N (0.42657, -3.47450, -0.79972)
O (0.43210, -3.21241, 0.47949)
C (0.25573, -4.82638, -1.23190)
C (0.16936, -5.81090, -0.25972)
C (-0.01048, -7.13217, -0.64557)
C (-0.10431, -7.46854, -1.98677)
C (-0.01542, -6.47068, -2.94987)
C (0.16290, -5.14802, -2.58376)
H (0.24374, -5.51742, 0.77656)
H (-0.07830, -7.90061, 0.11387)
H (-0.24662, -8.50023, -2.28216)
H (-0.08986, -6.72490, -3.99981)
H (0.22930, -4.36671, -3.32476)
C (2.66895, 0.73685, 5.67096)
C (2.08022, 0.63625, 4.26917)
S (1.47888, -0.99098, 3.90537)
C (2.06678, 1.71226, 3.46333)
C (2.62123, 3.04632, 3.91275)
S (1.44529, 1.81172, 1.80174)
H (2.60914, -0.23312, 6.15855)
H (2.12848, 1.45836, 6.29137)
H (3.72050, 1.03824, 5.64990)
H (3.00678, 3.03632, 4.93185)
H (1.84486, 3.81381, 3.84520)
H (3.42626, 3.35866, 3.24135)
C (-0.50799, 4.17213, -1.39935)
N (-0.18048, 3.01881, -2.23494)
C (-1.29096, 2.76293, -3.14094)
N (-2.58122, 2.57863, -2.47569)
C (-2.83104, 3.75192, -1.64060)
N (-1.77551, 4.04705, -0.67816)
C (-1.68832, 3.01072, 0.35539)
P (-1.30173, 1.32682, -0.32450)
C (0.11908, 1.84144, -1.41014)
C (-2.58676, 1.34935, -1.67415)
H (-0.57732, 5.04928, -2.04932)
H (0.29453, 4.32434, -0.67665)
H (-1.06748, 1.87277, -3.73306)
H (-1.38501, 3.61984, -3.81463)
H (-3.77229, 3.61183, -1.10336)
H (-2.93585, 4.61479, -2.30480)
H (-2.63228, 2.96869, 0.90518)
H (-0.89349, 3.24811, 1.06571)
H (0.38340, 0.99973, -2.05397)
H (0.97686, 2.05927, -0.77050)
H (-3.57572, 1.22592, -1.22318)
H (-2.42602, 0.49482, -2.33718)

Forces on atoms 1 to 3 (eV/Å):
Sr 0.1007 -0.0322 0.0841
O -0.0069 -0.0325 -0.0047
N -0.0306 -0.0199 0.0458

Here are the Löwdin charges for atoms 1 to 4, given in e: 1.014 -0.280 -0.053 -0.267


[3]
Density functional theory data (ωB97M-V with the def2-TZVPD basis set) for an isolated ion of composition C17H19F3NO2 and charge +1.

## Properties
- SMILES = COc1ccc(C[NH2+]Cc2ccc(C(F)(F)F)cc2)cc1OC
- HOMO energy (Eh) = -0.4160
- ΔE to the lowest compared entry with this formula, charge and spin (kcal per mole) = 7.9
- E (eV) = -31668.6150
- orbital gap (eV) = 8.4
- net charge = +1

Element x y z (Å)
C (-4.56388, -3.40800, 0.57895)
O (-4.57014, -2.22259, -0.18724)
C (-3.91157, -1.14557, 0.26346)
C (-3.16547, -1.08338, 1.43057)
C (-2.52472, 0.09091, 1.79904)
C (-2.61675, 1.21946, 1.00271)
C (-1.86530, 2.46036, 1.38880)
N (-0.39365, 2.19256, 1.24647)
C (0.03980, 1.99554, -0.16804)
C (1.36021, 1.27434, -0.20812)
C (1.39297, -0.08574, 0.08908)
C (2.59210, -0.77190, 0.08259)
C (3.76452, -0.09248, -0.22514)
C (5.07138, -0.84646, -0.19064)
F (4.95017, -2.08238, -0.68723)
F (6.03875, -0.23306, -0.87450)
F (5.50911, -0.97969, 1.07455)
C (3.74367, 1.26161, -0.52416)
C (2.53816, 1.94277, -0.51251)
C (-3.35934, 1.17222, -0.17983)
C (-4.01711, 0.01422, -0.55584)
O (-4.76584, -0.13496, -1.66233)
C (-4.99339, 0.97684, -2.49848)
H (-5.17656, -4.11528, 0.02400)
H (-5.00216, -3.24686, 1.56781)
H (-3.55242, -3.81126, 0.68484)
H (-3.08571, -1.94508, 2.07189)
H (-1.97427, 0.11580, 2.72930)
H (-2.05743, 2.72580, 2.43044)
H (-2.12959, 3.30422, 0.75108)
H (0.16164, 2.93973, 1.67726)
H (-0.19940, 1.31702, 1.75346)
H (0.10142, 2.96812, -0.65778)
H (-0.73182, 1.39431, -0.65685)
H (0.47616, -0.61606, 0.30528)
H (2.62259, -1.82745, 0.30259)
H (4.65946, 1.77630, -0.76842)
H (2.52076, 2.99432, -0.75480)
H (-3.43728, 2.05993, -0.78735)
H (-5.66290, 0.62111, -3.27868)
H (-4.06487, 1.33240, -2.95667)
H (-5.47469, 1.79522, -1.95500)

Forces on atoms 1 to 3 (eV/Å):
C 0.0082 -0.3114 0.1994
O 0.0275 0.4224 -0.1765
C -0.0012 0.1192 -0.0977

Here are the Löwdin charges for atoms 1 to 4, given in e: -0.054 -0.041 -0.194 0.007


[4]
Density functional theory data (ωB97M-V with the def2-TZVPD basis set) for C23H32ClNPt as an isolated structure at a distorted geometry.

## Properties
- HOMO energy (alpha / beta) (Eh) = -0.3725 / -0.5545
- 2S+1 = 5
- E (eV) = -41606.6883
- orbital gap (alpha / beta) (eV) = 2.7 / 5.1
- net charge = +2
- <S²> = 6.046

Element x y z (Å)
C (2.12597, 3.08150, -4.72074)
C (1.13625, 4.14157, -4.50842)
C (3.53071, 3.34034, -4.37477)
C (1.81344, 1.97117, -5.62603)
Cl (0.69729, 1.27311, -1.72017)
H (4.05515, 3.90663, -5.16373)
H (4.08158, 2.40218, -4.22948)
H (3.60824, 3.92585, -3.44999)
H (1.13999, 4.88376, -5.32558)
H (1.33471, 4.68357, -3.57407)
H (0.12273, 3.72643, -4.44400)
H (1.96297, 2.24354, -6.68542)
H (0.76965, 1.65276, -5.51199)
H (2.45326, 1.10229, -5.42056)
C (0.35872, 0.56611, 2.49378)
C (1.79268, 0.56196, 2.25197)
C (2.11690, 1.72091, 1.49383)
H (2.49402, -0.12550, 2.71319)
C (0.92781, 2.39356, 1.13761)
C (-0.19083, 1.66723, 1.69149)
H (-1.21876, 2.00604, 1.76356)
H (-0.16284, 0.04825, 3.29004)
H (3.12600, 2.06953, 1.29296)
H (0.85557, 3.33062, 0.60214)
C (0.57204, -2.09887, -0.43701)
C (1.35808, -1.98593, 0.83616)
C (2.67337, -1.52622, 0.45518)
H (1.07826, -2.45919, 1.77449)
C (2.72992, -1.39091, -0.94007)
C (1.47782, -1.70686, -1.50177)
H (1.22720, -1.71532, -2.55796)
H (-0.33083, -2.69599, -0.52179)
H (3.52146, -1.42652, 1.12864)
H (3.63457, -1.15896, -1.50142)
Pt (0.18637, -0.20377, 0.46344)
C (-2.49313, -1.86460, 4.08316)
N (-1.39521, -2.36867, 3.19453)
C (-0.71305, -3.54424, 3.83498)
C (-1.89462, -2.72435, 1.79396)
C (-2.56860, -1.55167, 1.14016)
C (-3.97391, -1.51235, 1.13176)
C (-4.66941, -0.42535, 0.61818)
C (-3.95815, 0.62724, 0.04471)
C (-2.56746, 0.56232, -0.00602)
C (-1.87313, -0.49395, 0.55617)
H (-3.29034, -2.61667, 4.10964)
H (-2.87206, -0.91619, 3.69396)
H (-2.07681, -1.71643, 5.08387)
H (-0.70020, -1.60210, 3.08635)
H (-1.44293, -4.36121, 3.91287)
H (0.13316, -3.85708, 3.21713)
H (-0.36643, -3.24638, 4.83268)
H (-1.02856, -3.09856, 1.23260)
H (-2.58592, -3.56776, 1.93538)
H (-4.51716, -2.36521, 1.54568)
H (-5.75644, -0.39942, 0.64604)
H (-4.46532, 1.49447, -0.37340)
H (-1.98382, 1.34330, -0.48786)

Forces on atoms 1 to 3 (eV/Å):
C 0.1248 -0.0942 0.2018
C -0.5267 0.3820 0.3024
C 0.5354 0.0134 0.3089

Here are the Löwdin charges for atoms 1 to 4, given in e: -0.439 -0.103 -0.097 -0.100


Which of these has the highest E?
C4H5N3


Number 1 is which compound?
C4H5N3


Look up the E of the first one.
-8696.8725 eV